ORCA calculation (ωB97M-V/def2-TZVPD) on a molecular structure, C19H16F6N2O4.

Geometry as XYZ:
```
47
Properties=species:S:1:pos:R:3:nbo_charge:R:1
C 4.549 3.572 -4.710 -0.26
H 5.339 3.091 -5.199 0.21
O 4.328 2.740 -3.543 -0.48
C 3.287 3.228 -2.784 0.23
C 3.117 2.663 -1.686 -0.14
C 2.261 2.917 -0.656 -0.19
C 1.304 3.921 -0.877 -0.18
C 1.338 4.390 -2.318 -0.05
C 2.398 4.163 -3.200 -0.27
H 2.349 4.742 -4.011 0.22
H 0.764 5.031 -2.454 0.15
C 0.240 3.967 -0.217 0.05
N -0.744 3.309 0.478 -0.15
N -0.378 1.796 0.474 -0.48
C -1.204 0.993 1.068 0.55
O -1.832 1.460 2.154 -0.64
C -1.093 -0.333 0.938 -0.16
C -1.890 -1.186 1.592 -0.17
C -1.944 -2.802 1.382 0.33
C -0.858 -3.225 0.675 -0.29
C -0.026 -2.438 -0.186 -0.30
C 0.163 -1.039 0.140 0.34
O 0.944 -0.315 -0.585 -0.48
C 2.115 -0.719 -1.148 -0.21
C 3.126 -1.307 -0.522 1.03
F 2.871 -2.352 0.343 -0.29
F 3.131 -0.045 0.657 -0.53
F 4.333 -1.360 -0.960 -0.24
H 1.843 -1.525 -1.841 0.21
H 2.332 0.096 -1.825 0.28
H 0.739 -3.051 -0.747 0.21
H -0.965 -4.294 0.347 0.21
O -2.746 -3.565 2.065 -0.49
C -3.913 -2.932 2.728 -0.16
C -5.063 -2.682 1.837 0.94
F -5.991 -2.485 2.615 -0.29
F -4.868 -1.893 0.766 -0.31
F -5.363 -3.805 1.446 -0.30
H -3.582 -2.162 3.344 0.21
H -3.954 -3.870 3.473 0.24
H -2.678 -0.684 2.328 0.26
H 0.440 1.578 -0.108 0.41
H -0.079 5.146 0.034 0.19
H 2.213 2.451 0.281 0.24
H 4.171 1.866 -1.421 0.21
H 4.532 4.622 -4.607 0.19
H 3.598 3.459 -5.402 0.16
```

Its max |F| is 17.96 eV Å⁻¹. The calculation puts the energy relative to the best compared isomer or geometry (same formula, charge and spin) at 364.87 kcal/mol. As for the net charge: 0. For the calculated total energy, the calculation gives -47421.362 eV. The value obtained for the HOMO-LUMO gap is 7.4722 eV.